No. 1
Below is a structure of composition C32H34N3OSTcTe, with properties calculated with ωB97M-V with the def2-TZVPD basis set.

```
73
Properties=species:S:1:pos:R:3:forces:R:3:mulliken_charge:R:1
Tc 0.017831 -0.270734 -1.578573 0.60 0.65 0.11 0.34
C 2.110062 -0.872826 -2.125695 -0.05 -0.14 -0.08 0.84
C 1.315880 -2.004933 -2.521490 -0.02 0.22 -0.14 1.09
C 0.383883 -1.578521 -3.491461 -0.01 0.13 0.13 0.78
C 0.577823 -0.169161 -3.710775 0.06 -0.29 -0.05 0.57
C 1.693707 0.251361 -2.903535 -0.08 -0.25 -0.02 0.70
C 2.406707 1.560190 -2.985286 0.03 0.06 0.01 -1.40
C -0.116982 0.644324 -4.754739 -0.06 0.00 -0.05 -2.18
C -0.517459 -2.448594 -4.305087 -0.04 0.01 -0.01 -1.68
C 1.562529 -3.414531 -2.094932 -0.05 -0.08 0.01 -1.80
C 3.330845 -0.931752 -1.264446 -0.02 -0.04 0.09 -1.75
H 3.277361 1.458940 -3.636051 0.01 0.00 -0.01 0.39
H 2.753371 1.901188 -2.009574 0.00 0.00 0.01 0.36
H 1.770145 2.339859 -3.398460 -0.01 0.00 0.00 0.32
H 0.285693 0.423632 -5.746110 0.01 0.00 0.00 0.36
H 0.006830 1.709261 -4.568414 -0.01 0.01 0.01 0.38
H -1.186910 0.436918 -4.776554 0.00 -0.01 0.00 0.40
H -0.016750 -2.709656 -5.240636 -0.01 0.02 -0.01 0.39
H -1.445472 -1.938998 -4.562980 -0.02 0.00 0.02 0.36
H -0.764266 -3.380931 -3.801683 0.01 -0.02 0.02 0.38
H 2.182360 -3.921350 -2.837793 0.00 0.00 -0.02 0.34
H 0.639293 -3.989211 -2.002227 0.00 -0.01 0.00 0.33
H 2.101415 -3.462600 -1.150108 0.03 0.00 0.01 0.48
H 4.133278 -1.455261 -1.788818 0.02 0.00 0.00 0.33
H 3.151074 -1.454608 -0.324092 -0.01 0.00 0.00 0.27
H 3.689619 0.066136 -1.021111 0.01 0.01 0.00 0.37
C -2.447986 -2.620777 -1.506618 -0.03 -0.03 0.02 -1.00
C -3.006915 -1.241785 -1.363316 0.04 -0.06 0.08 0.88
C -4.404328 -1.127727 -1.169729 -0.01 0.09 0.02 -1.13
C -4.959756 0.078433 -0.884659 0.11 -0.03 0.00 -0.82
C -4.119849 1.211026 -0.784833 0.05 -0.08 -0.04 0.73
C -4.614907 2.490138 -0.452412 0.01 0.11 0.03 -0.87
C -3.769262 3.562282 -0.369177 -0.15 -0.07 0.01 -0.72
C -2.401219 3.397738 -0.630575 0.11 -0.11 -0.04 -0.69
C -1.893475 2.162288 -0.956442 -0.10 -0.02 -0.04 1.25
S -0.196510 1.910332 -1.313892 -0.10 0.33 -0.10 -0.30
C -2.743229 1.034852 -1.034027 -0.17 0.19 -0.03 -0.87
N -2.197261 -0.195666 -1.342734 0.08 -0.16 0.18 0.70
H -3.051665 -3.215335 -2.191017 0.01 -0.01 -0.03 0.58
H -2.480001 -3.114799 -0.532225 -0.02 -0.02 0.01 0.33
H -1.419556 -2.594554 -1.844350 0.05 -0.02 -0.03 -0.46
H -5.005278 -2.023608 -1.231186 -0.02 -0.02 -0.01 0.56
H -6.023524 0.183283 -0.717810 -0.04 0.00 -0.01 0.44
H -5.675194 2.602360 -0.266478 -0.01 0.01 0.00 0.41
H -4.147372 4.541174 -0.111525 -0.03 0.02 0.01 0.41
H -1.735545 4.249722 -0.581784 0.03 0.00 0.00 0.52
Te 2.579982 1.763816 1.385654 0.21 0.13 0.04 0.23
C 2.606876 2.626847 3.283037 -0.07 -0.10 -0.04 0.03
C 2.863078 3.990536 3.439272 0.03 0.03 -0.14 -0.46
C 2.873429 4.553760 4.702445 0.00 0.03 0.08 -0.54
C 2.620866 3.765598 5.818190 0.00 -0.01 0.00 -0.38
C 2.357298 2.410283 5.670018 0.00 0.04 0.06 -0.59
C 2.352134 1.839312 4.408964 -0.03 -0.05 -0.07 -0.29
H 3.056189 4.604227 2.568963 0.01 0.00 0.01 0.39
H 3.078605 5.609485 4.819592 0.00 0.01 0.00 0.38
H 2.628904 4.209280 6.804744 0.00 0.01 0.01 0.38
H 2.154362 1.794376 6.535717 0.00 -0.02 0.01 0.43
H 2.140362 0.783515 4.304986 0.03 -0.01 0.02 0.44
N 0.075402 -3.153594 5.088030 0.01 -0.06 -0.03 -0.38
C 0.387844 -1.905283 4.672427 0.01 -0.01 0.08 0.10
O 0.830593 -1.043310 5.401719 -0.03 0.03 -0.01 -0.58
C 0.180639 -1.622656 3.208895 0.05 -0.09 -0.19 0.82
C -0.197672 -0.348331 2.834022 0.01 0.03 -0.13 -0.84
C -0.298695 -0.040798 1.487202 -0.25 -0.11 0.10 -1.07
N -0.041964 -0.928402 0.517608 -0.22 -0.45 -0.06 0.71
C 0.298729 -2.173956 0.888063 0.03 0.12 -0.04 -0.63
C 0.422869 -2.559192 2.204096 -0.04 0.09 0.21 -1.07
H 0.178691 -3.365364 6.066920 -0.01 0.00 0.00 0.26
H -0.427882 -3.797435 4.505057 0.00 0.00 0.02 0.19
H -0.373865 0.412383 3.581175 -0.02 0.01 0.01 0.58
H -0.612702 0.940683 1.166206 0.05 0.05 0.01 0.92
H 0.482458 -2.874904 0.088686 0.01 -0.03 0.01 0.54
H 0.734438 -3.568398 2.433732 0.02 -0.03 0.00 0.51
```
Positions in Å, forces in eV/Å.

As for the HOMO energy (spin up / spin down): -10.0818 / -10.0237 eV. Its charge is +1. Its multiplicity is 2.

No. 2
Below is a structure of composition C35H27Cl2F2InN7O2Si in a non-equilibrium geometry, with properties calculated with ωB97M-V with the def2-TZVPD basis set.

```
77
Properties=species:S:1:pos:R:3:forces:R:3:mulliken_charge:R:1
In -1.021730 -0.288356 0.216116 -0.02 0.67 0.36 1.03
C 1.752692 1.883715 3.457496 -0.20 0.52 -0.41 -1.25
Si 0.704933 0.407366 3.015932 0.34 -0.02 1.09 0.57
C 1.341949 -1.111334 3.947431 1.35 -0.65 -0.15 -1.36
C -0.979391 0.734241 3.841624 -0.23 -0.20 -1.07 -0.79
N 0.809243 0.047666 1.316028 -1.80 -0.48 -0.25 0.27
C 2.077893 -0.008072 0.811675 0.78 0.44 -1.21 0.54
C 3.212854 -0.073879 1.653023 -0.62 -0.65 0.37 -0.69
C 4.480325 0.172627 1.215908 1.02 0.75 -2.07 -0.97
C 4.694842 0.438983 -0.149479 1.62 0.88 1.06 -0.67
C 3.624967 0.463495 -1.012228 -0.41 -0.82 -2.28 -0.91
C 2.344532 0.098868 -0.612165 1.44 -0.41 2.00 0.95
O 1.379724 -0.417715 -1.418310 -1.32 -0.21 -2.14 0.38
C 1.628721 -0.648963 -2.822750 0.22 -0.71 1.72 -0.21
C 1.783009 -1.974303 -3.278009 0.24 0.19 0.19 -0.24
C 2.364005 -2.184651 -4.536965 -0.61 0.74 0.04 -0.72
C 2.601124 -1.107563 -5.400319 0.00 1.02 0.29 -0.54
C 2.309003 0.210963 -4.954961 -0.27 -1.52 -0.04 -0.80
C 1.820242 0.417847 -3.661593 0.72 1.00 -0.31 0.09
H 1.316531 2.394368 4.304748 -0.14 0.07 0.47 0.41
H 1.751010 2.648616 2.674180 0.01 -0.15 -0.14 0.33
H 2.783512 1.657507 3.680078 0.30 -0.10 0.11 0.44
H 0.551649 -1.454454 4.586350 -0.50 -0.49 0.39 0.45
H 2.210501 -0.899650 4.630612 -0.69 -0.08 -0.64 0.37
H 1.666361 -1.952181 3.257831 -0.46 0.87 0.77 0.28
H -0.825937 0.773186 4.933893 0.02 -0.11 -0.46 0.44
H -1.730223 -0.046764 3.590436 0.32 0.47 0.36 0.14
H -1.386501 1.707504 3.524555 0.02 -0.26 0.19 0.00
H 3.143861 -0.476238 2.664034 -0.39 0.68 -0.24 0.33
H 5.315936 0.318812 1.881226 0.06 -0.56 0.31 0.38
H 5.741074 0.670175 -0.509199 -1.43 -0.18 0.37 0.28
H 3.803874 0.603702 -2.111983 -0.10 -0.20 1.22 0.22
H 1.491580 -2.841351 -2.662810 0.38 0.69 -0.12 0.35
H 2.614207 -3.185734 -4.851721 -0.15 -0.15 -0.03 0.46
H 3.029537 -1.264281 -6.405856 -0.28 0.06 0.70 0.36
H 2.442680 1.064436 -5.596639 0.17 0.08 -0.18 0.46
H 1.767673 1.448532 -3.271939 -0.26 -0.65 -0.17 0.50
Cl -2.413488 -3.386568 -3.835165 0.03 0.47 0.26 -0.25
C -2.380754 -1.644778 -3.734623 1.09 0.82 2.11 -0.14
C -2.921507 -0.899166 -4.763098 0.41 0.80 -0.12 -0.50
C -2.833555 0.466535 -4.773710 0.76 -0.08 1.05 0.50
Cl -3.492262 1.271243 -6.125376 -0.38 0.70 -0.68 -0.28
C -2.234290 1.197408 -3.703043 -1.40 0.12 0.31 0.03
C -2.459274 2.609620 -3.527221 1.48 -1.11 1.88 -0.86
C -2.000203 3.169466 -2.330701 0.16 0.16 -1.26 -1.06
C -1.247682 2.423368 -1.401417 -0.77 -1.99 -1.59 -0.80
N -1.153966 1.087338 -1.544444 -0.07 1.24 0.67 0.26
C -1.721450 0.446914 -2.577083 -0.64 1.08 -2.42 0.53
C -1.795725 -0.976277 -2.585174 -0.14 -2.17 0.18 -0.06
O -1.371732 -1.633285 -1.511268 -0.35 0.82 -0.76 -0.19
H -3.399047 -1.324713 -5.612059 -0.24 -0.72 -0.38 0.52
H -2.963677 3.212636 -4.260331 -0.12 -0.04 -0.17 0.46
H -2.154314 4.227430 -2.182429 0.06 0.05 0.30 0.48
H -0.760127 2.831067 -0.554502 0.16 0.63 0.75 0.79
N -1.197653 4.443814 1.253542 0.30 0.42 0.63 -0.62
C -1.100228 4.710273 2.387332 -0.69 -1.15 -2.03 0.37
C -1.120441 4.833752 3.753867 0.28 0.88 1.81 0.24
C -2.290267 4.580987 4.523369 -1.61 -0.70 1.36 0.17
N -3.213415 4.327937 5.215261 2.04 0.65 -1.67 -0.59
C 0.026795 5.401398 4.385975 2.01 0.53 0.56 0.06
N 1.043835 5.824391 4.807414 -2.30 -0.84 -0.75 -0.60
N 0.893413 -6.626022 0.245976 -2.02 2.72 1.05 -0.54
C 0.244672 -5.712567 0.616134 3.02 -3.10 -1.47 -0.14
C -0.530747 -4.649896 1.121788 -1.28 -0.46 1.27 0.18
C -1.516727 -4.982680 2.069280 0.59 -0.69 0.10 -0.19
C -2.383621 -3.988073 2.452705 -0.98 -1.12 0.88 -1.11
C -2.271602 -2.685986 1.979533 1.71 -1.41 -0.36 -0.26
N -1.307011 -2.383566 1.105694 0.55 -0.82 0.46 0.20
C -0.446056 -3.353064 0.711173 -0.34 1.02 -1.25 0.23
H -1.507062 -6.021339 2.516875 -0.37 1.39 -0.69 0.40
H -3.180481 -4.326444 3.127050 0.28 0.77 -0.10 0.41
H -2.819570 -1.900267 2.404704 -1.04 1.07 0.07 0.67
H 0.277551 -3.126106 -0.073579 -0.19 0.44 0.32 0.25
F -3.696316 0.309118 2.004876 0.41 0.05 -0.72 -0.30
C -2.877192 0.935456 1.038469 0.02 -0.65 -0.14 0.27
F -3.717898 1.179718 -0.071986 0.53 -0.12 0.91 -0.33
H -2.623153 1.903791 1.499976 -0.07 -0.16 -0.46 -0.14
```
Positions in Å, forces in eV/Å.

As for the HOMO energy: -4.8474 eV. Its charge is -1.

no.,molar mass (g/mol)
1,734.311
2,829.454